The following is a quantum chemistry calculation of a cluster of 2 separate species, C11H15NO in total, from the Open Molecules 2025 dataset.

Last column: natural (NBO) charge in e.
Element x y z (Å)
C -2.46507 -1.39368 2.26003  -0.677
C -0.71853 0.27078 -0.56582  0.177
C -1.47967 0.37041 0.63267  -0.148
C -1.78278 -0.92849 1.03616  0.099
C -1.32773 -1.76171 -0.00536  0.134
C -0.41061 2.63019 -0.58750  -0.081
C -0.17724 1.39391 -1.16174  -0.216
C -1.10671 2.75525 0.63555  -0.230
C -1.73953 1.66051 1.18326  -0.068
N -0.60244 -1.06702 -0.91794  -0.475
H -0.04317 3.55435 -1.00973  0.245
H 0.37951 1.26860 -2.08546  0.244
H -1.25463 3.76135 0.99315  0.248
H -2.29970 1.63247 2.11286  0.235
H -0.15636 -1.31480 -1.79771  0.458
H -1.27562 -2.84329 0.02050  0.247
H -2.14942 -2.42289 2.52467  0.268
H -3.44928 -1.79598 1.98378  0.278
H -2.48332 -0.64435 3.03835  0.256
C 2.81659 -0.71532 -1.11304  -0.089
C 4.38717 -0.87098 -1.20645  -0.617
O 2.50435 -1.24709 0.17604  -0.717
H 2.75383 0.37815 -1.07786  0.167
H 2.31949 -1.21904 -1.94318  0.152
H 4.58653 -1.82130 -1.68665  0.210
H 1.68501 -0.88014 0.47891  0.454
H 4.77735 -0.91279 -0.19659  0.234
H 4.83659 -0.09314 -1.81517  0.214

Summary:
ΔE to the lowest compared entry with this formula, charge and spin ... 1.1520 eV
Multiplicity ... 2
Energy ... -557.8404 hartree
Net charge ... +1
Expectation value of S² ... 0.776
LUMO (alpha / beta) ... -3.89 / -7.10 eV
Orbital gap (alpha / beta) ... 9.24 / 6.41 eV

=====

The following is a quantum chemistry calculation of a structure of composition C11H15NO5, from the Open Molecules 2025 dataset.

Last column: natural (NBO) charge in e.
Element x y z (Å)
C -2.70357 -1.94283 -1.57897  -0.290
H -2.40336 -3.01760 -1.77797  0.222
O -1.85593 -1.45079 -0.56351  -0.479
C -2.04140 -0.27048 -0.14779  0.302
C -2.81602 0.55344 -0.93396  -0.246
C -2.97194 1.94154 -0.25230  -0.152
C -2.33450 2.25322 1.01606  -0.236
C -1.50407 1.45255 1.38364  -0.235
C -1.43704 0.15114 0.94510  0.173
O -0.62233 -0.77729 1.81837  -0.475
C 0.16480 -1.47016 1.27490  0.004
H 0.29465 -2.31876 1.93320  0.191
H -0.17489 -2.34701 0.26763  0.121
C 1.61070 -0.96787 0.93523  -0.043
O 2.46679 -2.14833 0.63139  -0.701
H 3.23784 -1.81946 0.50968  0.469
H 1.93454 -0.55797 1.78042  0.194
C 1.47967 -0.25437 -0.30084  -0.095
H 1.87947 -0.72089 -1.30659  0.249
H 0.49062 0.26893 -0.39634  0.205
O 2.32033 0.94142 -0.43700  -0.505
C 3.57782 0.83129 -0.22377  0.868
O 4.22309 -0.23421 -0.34369  -0.709
N 4.29884 1.95852 -0.21921  -0.816
H 5.36316 2.07217 -0.64770  0.412
H 3.94277 2.79924 -0.38207  0.373
H -0.93479 1.49345 2.40615  0.231
H -2.26684 3.54828 1.20281  0.220
H -3.58908 2.71934 -0.72666  0.208
H -3.35264 0.43533 -1.60432  0.167
H -2.41744 -1.30862 -2.61863  0.167
H -3.85927 -1.81322 -1.64326  0.207

Summary:
ΔE to the lowest compared entry with this formula, charge and spin ... 11.7080 eV
Energy ... -858.7216 hartree
LUMO ... 0.54 eV
Orbital gap ... 9.28 eV

=====

The following is a quantum chemistry calculation of a structure of composition C11H15NSSi, from the Open Molecules 2025 dataset.

Last column: natural (NBO) charge in e.
Element x y z (Å)
C -2.75946 -1.64588 0.90114  -0.251
C -3.30167 -0.59440 1.56623  -0.187
C -1.66779 -1.37953 0.04510  -0.171
C -2.84029 0.72519 1.36699  -0.258
C -1.21304 -0.09832 -0.18751  -0.140
C -1.78562 0.95259 0.50653  0.179
C -0.39047 2.19658 -0.95512  -0.255
C -0.09565 0.22529 -1.06539  -0.492
C 1.75855 -2.13236 -0.33483  -1.086
C 1.78603 0.63552 1.26258  -1.075
C 2.95472 0.29951 -1.77376  -1.102
N -1.29209 2.19466 0.09392  -0.614
Si 1.67355 -0.20612 -0.42837  1.598
S 0.16032 3.41522 -1.80504  0.235
H -3.18996 -2.57138 1.05292  0.214
H -3.95671 -0.70563 2.40133  0.212
H -1.17973 -2.23096 -0.48614  0.208
H -3.29404 1.59879 1.71522  0.209
H -0.38534 -0.02555 -2.05959  0.230
H 0.77550 -2.56360 0.00527  0.232
H 1.93503 -2.63921 -1.20982  0.231
H 2.54438 -2.41734 0.42048  0.236
H 0.95168 1.21524 1.46545  0.247
H 1.84119 -0.08962 1.96552  0.234
H 2.60057 1.30911 1.25527  0.241
H 3.49522 1.12203 -1.27159  0.232
H 3.75422 -0.32616 -2.03798  0.241
H 2.70658 0.64287 -2.72960  0.246
H -1.58569 3.09345 0.32079  0.405

Summary:
Multiplicity ... 3
Energy ... -1170.4307 hartree
Expectation value of S² ... 2.010
LUMO (alpha / beta) ... 0.81 / -2.49 eV
Orbital gap (alpha / beta) ... 6.02 / 5.62 eV

=====

The following is a quantum chemistry calculation of a structure of composition C11H15O5PY, from the Open Molecules 2025 dataset.

Last column: natural (NBO) charge in e.
Element x y z (Å)
O 2.32756 -3.71013 2.06764  -0.324
C 1.42335 -3.39911 1.44380  0.457
Y -1.13803 -2.32468 -0.42220  1.746
O -1.83179 -5.82812 -0.76291  -0.190
C -1.57730 -4.71464 -0.61455  0.383
C -2.63581 -1.40334 -1.83631  0.362
O -3.38782 -0.92181 -2.57151  -0.166
C 0.60597 -2.68847 -2.09825  0.397
O 1.36221 -2.80831 -2.95663  -0.213
C -2.24571 -1.96858 1.67719  0.390
O -2.86421 -1.76537 2.63806  -0.208
C -1.48104 1.79004 1.98068  -0.617
C -0.93537 1.85388 0.54426  -0.683
P -0.16731 0.29935 -0.09660  0.610
C 0.40143 0.75665 -1.79107  -0.678
C 0.98450 2.14564 -1.96362  -0.622
C 1.42887 0.19542 0.92096  -0.652
C 2.16238 1.50383 1.16591  -0.630
H -2.19062 0.95688 2.11666  0.187
H -2.01524 2.73728 2.18658  0.280
H -0.66520 1.68505 2.71404  0.232
H -1.75897 2.07725 -0.15168  0.253
H -0.20843 2.67850 0.44615  0.281
H 1.11765 -0.01335 -2.09423  0.227
H -0.49628 0.63564 -2.41323  0.227
H 1.97996 2.23222 -1.51717  0.237
H 1.09819 2.32906 -3.03285  0.269
H 0.34580 2.93657 -1.56659  0.235
H 1.15067 -0.27015 1.87993  0.240
H 2.07180 -0.50740 0.37607  0.231
H 1.53279 2.29542 1.59020  0.231
H 2.96513 1.31898 1.88646  0.273
H 2.64087 1.89582 0.25483  0.234

Summary:
Energy ... -1182.8627 hartree
Net charge ... +3
LUMO ... -14.15 eV
Orbital gap ... 6.20 eV

=====

The following is a quantum chemistry calculation of an isolated molecule of C11H15P, from the Open Molecules 2025 dataset.

Last column: natural (NBO) charge in e.
Element x y z (Å)
C 2.44884 -0.61910 1.74190  -0.640
C 2.02572 -0.62163 0.28205  -0.748
P 0.23706 -0.37843 0.18211  1.438
C -0.54166 -0.13380 1.71059  -0.643
C -1.86480 -0.48393 1.72527  -0.292
C -2.75089 -0.73511 0.55605  -0.226
C -2.55062 0.41490 -0.60792  -0.243
C -1.62928 1.43726 -0.45324  -0.213
C -0.36152 1.24157 -0.03898  -0.317
C 0.63810 2.32864 0.21546  -0.644
C -2.24304 -1.02254 -0.83423  -0.235
C -0.77030 -1.39176 -1.08422  -0.702
H 2.40089 -1.71876 2.09202  0.212
H 3.42753 -0.15759 1.69389  0.216
H 1.62453 -0.05802 2.28595  0.276
H 2.39763 -1.54697 -0.09363  0.255
H 2.65942 0.15447 -0.30819  0.246
H -2.45650 -0.22623 2.63383  0.190
H -3.79443 -0.85036 0.83753  0.230
H -3.50584 0.62658 -1.09421  0.224
H -2.04205 2.37974 -0.70906  0.217
H 0.47650 2.61599 1.30722  0.244
H 0.54170 3.30366 -0.49546  0.224
H 1.70020 1.94459 0.12091  0.206
H -2.92825 -1.46430 -1.50728  0.229
H -0.55501 -2.47637 -1.03780  0.248
H -0.71079 -0.86854 -2.11925  0.247

Summary:
ΔE to the lowest compared entry with this formula, charge and spin ... 3.1593 eV
Energy ... -769.2879 hartree
LUMO ... 0.73 eV
Orbital gap ... 7.78 eV

=====

The following is a quantum chemistry calculation of a structure of composition C11H16BN8O2Os, from the Open Molecules 2025 dataset.

Last column: natural (NBO) charge in e.
Element x y z (Å)
Os -0.02767 0.02849 -0.00586  1.626
C -2.43680 -3.28340 -1.52884  0.005
C -2.02703 -1.92412 -1.64818  0.034
N -1.23185 -1.62252 -0.65453  -0.301
N -1.10781 -2.78191 0.17352  -0.245
C -1.80225 -3.75848 -0.32647  0.144
B -0.34905 -2.68744 1.55427  0.505
N 1.13595 -2.34495 1.30106  -0.343
C 2.22791 -2.97917 1.71517  0.092
C 3.34235 -2.17269 1.46974  -0.295
C 2.82784 -1.00181 0.91153  0.035
N 1.50394 -1.10464 0.79615  -0.363
N -0.98917 -1.49766 2.31274  -0.311
C -1.62536 -1.38728 3.47248  0.118
C -1.98639 -0.05242 3.68837  -0.273
C -1.53230 0.63059 2.58931  0.036
N -0.92085 -0.24872 1.74137  -0.386
H -3.09692 -3.83967 -2.18403  0.293
H -2.29069 -1.19688 -2.40457  0.280
H -1.85274 -4.73244 0.14867  0.299
H -0.46199 -3.71627 2.14599  0.040
H 2.16925 -3.95392 2.18190  0.272
H 4.37391 -2.39536 1.69962  0.290
H 3.34848 -0.10746 0.59965  0.256
H -1.78950 -2.25523 4.09772  0.275
H -2.50457 0.35029 4.54467  0.297
H -1.59754 1.68415 2.35978  0.267
C 1.95859 2.55685 -4.49689  -0.279
O 1.27043 2.23220 -3.22654  -0.409
C 1.30508 1.05868 -2.71982  0.942
O 0.66328 0.95415 -1.60438  -0.729
N 1.95600 0.06659 -3.29813  -0.427
N 1.96633 -1.21483 -2.73256  -0.650
H 1.74931 3.60216 -4.66178  0.265
H 1.53380 1.95403 -5.29667  0.214
H 3.02786 2.39959 -4.37243  0.216
H 2.45799 0.24518 -4.15475  0.431
H 2.92724 -1.46136 -2.52756  0.392
H 1.62770 -1.86361 -3.43261  0.387

Summary:
ΔE to the lowest compared entry with this formula, charge and spin ... 0.0000 eV
Multiplicity ... 5
Energy ... -1131.7054 hartree
Net charge ... +3
Expectation value of S² ... 6.027
LUMO (alpha / beta) ... -11.08 / -13.98 eV
Orbital gap (alpha / beta) ... 7.75 / 4.74 eV

=====

The following is a quantum chemistry calculation of an isolated molecule of C11H16BrNO2S2, from the Open Molecules 2025 dataset.

Last column: natural (NBO) charge in e.
Element x y z (Å)
O 1.38139 3.41557 -0.15155  -0.938
S 1.38524 2.04505 0.18536  2.381
O 1.77888 1.78137 1.49205  -0.926
N 2.03755 1.07406 -0.97085  -0.899
C 2.44250 -0.26657 -0.44586  -0.055
C 2.33473 -1.16833 -1.76136  -0.422
C 2.55515 -2.62907 -1.33384  -0.415
C 2.52636 -2.98071 0.24991  -0.310
C 3.51976 -2.25231 1.02309  -0.408
C 4.55398 -1.39340 0.28293  -0.381
C 3.84326 -0.07208 0.18289  -0.437
C -0.36125 1.54697 -0.05044  -0.503
C -1.44436 2.00036 -0.66853  -0.241
C -2.61690 1.60490 -0.73703  -0.263
C -2.58930 0.19286 0.00789  -0.410
Br -3.81231 -0.97801 0.01884  0.249
S -0.87974 -0.06507 0.59562  0.399
H 2.63150 1.45958 -1.68345  0.425
H 1.74364 -0.59093 0.48794  0.248
H 1.27503 -1.03712 -1.84762  0.225
H 3.03098 -0.73266 -2.68770  0.220
H 1.76218 -3.18584 -1.60254  0.213
H 3.58660 -2.86010 -1.52451  0.203
H 2.41617 -3.81966 0.40851  0.162
H 1.47347 -2.57428 0.51702  0.160
H 3.21934 -2.02209 1.87808  0.207
H 4.25536 -3.08310 1.54194  0.184
H 5.06840 -1.73709 -0.55283  0.212
H 5.38387 -1.13153 1.18600  0.207
H 4.57244 0.31811 -0.62397  0.188
H 3.81129 0.53529 1.02882  0.236
H -1.29840 3.21097 -1.05315  0.232
H -3.60194 1.76005 -1.27605  0.259

Summary:
ΔE to the lowest compared entry with this formula, charge and spin ... 9.4933 eV
Energy ... -4004.0046 hartree
LUMO ... -0.14 eV
Orbital gap ... 7.98 eV